[1]
Here is an isolated molecule of C13H26N2O4 in a non-equilibrium geometry from OMol25. Energies are from ωB97M-V/def2-TZVPD.

The geometry in XYZ format:
```
45
Properties=species:S:1:pos:R:3:mulliken_charge:R:1
C -5.16875 -0.92422 3.58623 -1.355
C -4.45554 -0.64918 2.34980 -0.705
C -3.32120 0.25813 2.72048 -1.672
C -2.37543 0.87424 1.32732 -1.283
N -1.57488 -0.11019 0.78090 -0.099
C -0.38380 -0.63522 0.98873 0.950
O 0.37946 0.12687 1.60529 -0.803
O -0.03161 -1.71111 0.54674 -0.525
C 1.54500 -2.16313 0.71399 -1.474
C 2.15848 -1.58434 -0.55951 -0.133
C 3.56304 -1.95479 -0.67354 -0.953
C 4.48072 -1.65293 0.45534 -1.032
N 2.00643 -0.17508 -0.83931 0.164
C 1.27424 0.61053 -1.56332 0.647
O 0.49245 0.08355 -2.49325 -0.749
O 1.19516 1.91837 -1.33032 -0.462
C 0.28154 2.55734 -2.07966 0.446
C 0.90246 2.72024 -3.52066 -1.072
C -0.99416 2.43513 -1.91858 -0.902
H -5.55152 -0.02323 3.84269 0.417
H -4.53816 -1.28261 4.19853 0.477
H -5.85361 -1.78075 3.18433 0.300
H -3.92056 -1.40683 1.98847 0.433
H -4.73240 -0.11422 1.61694 0.566
H -3.72332 1.25161 3.03964 0.387
H -2.68153 -0.05367 3.15705 1.105
H -1.63368 1.50841 1.68033 0.633
H -2.89175 1.15662 0.67623 0.817
H -2.04923 -0.88600 0.48398 0.051
H 1.91423 -1.67719 1.44363 0.848
H 1.35515 -3.05518 0.55772 0.580
H 1.49142 -2.04444 -1.60328 0.327
H 3.57885 -3.06700 -0.78177 0.431
H 4.05417 -1.81262 -1.50978 0.691
H 5.45359 -1.94634 0.15804 0.413
H 4.11781 -1.93109 1.43270 0.304
H 4.43985 -0.36881 0.36251 0.159
H 2.43556 0.54622 0.06701 0.293
H 0.56651 3.52663 -1.62450 0.197
H 0.27963 3.38267 -4.25037 0.345
H 2.07620 2.92332 -3.57228 0.248
H 0.69403 1.65556 -3.95597 0.260
H -1.74261 2.81453 -2.61420 0.383
H -1.48278 2.31827 -0.92332 0.169
H -1.41349 1.51188 -2.54748 0.177
```

- Frontier orbital gap: 9.420 eV
- Energy above the lowest of the compared OMol25 structures with the same formula, charge and spin: 16.300 eV
- SMILES: CCCCNC(=O)OC[C@H](CC)NC(=O)OC(C)C

[2]
Here is a 4-piece molecular cluster, C2H12NO3S overall in a non-equilibrium geometry from OMol25. Energies are from ωB97M-V/def2-TZVPD.

The geometry in XYZ format:
```
19
Properties=species:S:1:pos:R:3:mulliken_charge:R:1
C -0.26238 -1.12776 0.89372 -1.569
C 0.59683 -0.12727 1.68157 -0.361
S 0.19718 1.65000 1.44560 -0.864
N 0.25417 -1.63647 -0.39203 -0.875
H -1.30463 -0.85121 0.77296 0.404
H -0.36872 -2.05242 1.47941 0.719
H 1.62940 -0.29156 1.37148 0.178
H 0.42499 -0.37112 2.73327 0.303
H 1.25316 -1.83885 -0.29931 0.656
H 0.27586 -0.87124 -1.07611 0.152
H 1.07985 1.17143 -1.16289 0.288
H 1.54497 2.48103 -0.78722 0.334
O 1.44335 1.95749 -1.59846 -0.684
H -1.19421 5.17549 -1.33434 0.325
H -1.80252 4.78212 -0.00256 0.342
O -1.82395 5.48558 -0.66882 -0.672
H -0.81801 -3.77243 -1.15543 0.316
H -0.18233 -5.02298 -0.66563 0.996
O -0.94302 -4.73983 -1.23523 -1.987
```

- Frontier orbital gap (alpha / beta): 1.524 / 5.933 eV
- Total charge: -2
- 2S+1: 2
- Energy above the lowest of the compared OMol25 structures with the same formula, charge and spin: 0.006 eV

[3]
Here is an isolated molecule of C4H2F4O in a non-equilibrium geometry from OMol25. Energies are from ωB97M-V/def2-TZVPD.

The geometry in XYZ format:
```
11
Properties=species:S:1:pos:R:3:mulliken_charge:R:1
C 1.43989 -0.91470 -0.22225 -0.344
C 0.91501 0.42172 0.25650 -0.223
C -1.24057 -0.56159 -0.40860 0.007
C -0.53790 0.72987 0.10817 1.136
O 1.24841 -0.64148 1.08153 -0.328
F -1.84982 -1.26903 0.54857 -0.214
F -1.96649 -0.54507 -1.52178 -0.230
F -1.12750 1.08352 1.32930 -0.278
F -0.68905 1.70761 -0.77876 -0.267
H 2.29838 -1.24206 -0.76444 0.283
H 1.50965 1.23122 0.37177 0.459
```

- Frontier orbital gap (alpha / beta): 9.226 / 8.992 eV
- Energy above the lowest of the compared OMol25 structures with the same formula, charge and spin: 2.204 eV

[4]
Here is a 2-piece molecular cluster, C3H10N2O2 overall in a non-equilibrium geometry from OMol25. Energies are from ωB97M-V/def2-TZVPD.

The geometry in XYZ format:
```
17
Properties=species:S:1:pos:R:3:mulliken_charge:R:1
C -2.49630 -1.00590 0.38637 -0.795
N -1.59465 -0.47570 -0.67383 -0.426
N -0.20231 -0.54009 -0.30651 -0.030
C 0.52067 0.62646 -0.18345 0.496
C -0.22753 1.90575 0.03933 -0.920
O 1.73068 0.56194 -0.23266 -0.582
H -2.47643 -0.40659 1.30930 0.255
H -2.28753 -2.03296 0.68513 0.296
H -3.48923 -0.84422 0.02424 0.351
H -1.77571 -1.13648 -1.46820 0.254
H 0.24219 -1.45740 -0.48601 0.263
H -0.67500 1.92429 1.07373 0.226
H 0.33983 2.82619 -0.03346 0.307
H -0.97776 1.94377 -0.75213 0.315
O 4.40756 -0.92646 -0.01995 -0.620
H 4.10499 -0.88647 0.87924 0.299
H 4.85652 -0.07614 -0.24117 0.311
```

- Frontier orbital gap: 10.160 eV
- Energy above the lowest of the compared OMol25 structures with the same formula, charge and spin: 2.216 eV
- SMILES: CNNC(C)=O.O

[5]
Here is an isolated molecule of C6H14N4O2 in a non-equilibrium geometry from OMol25. Energies are from ωB97M-V/def2-TZVPD.

The geometry in XYZ format:
```
26
Properties=species:S:1:pos:R:3:mulliken_charge:R:1
H 2.96275 2.28456 0.13226 0.261
N 2.92395 1.34506 -0.29262 -0.702
C 2.25547 0.47210 0.32777 0.333
N 1.22527 0.90115 1.24255 -0.630
N 2.55762 -0.83194 -0.01516 -0.126
C 1.64578 -1.74323 0.57213 -1.149
C 0.44005 -1.94129 -0.20304 -0.732
C -0.21703 -0.71152 -0.84688 -0.509
C -1.39102 -0.22579 0.06579 0.281
N -2.59660 -1.04838 0.15048 -0.710
C -1.91144 1.09877 -0.37358 0.187
O -1.18629 1.96729 -0.73585 -0.557
O -3.20621 1.27541 -0.11349 -0.553
H 0.52828 0.21174 1.51792 0.223
H 0.83364 1.76690 0.80496 0.314
H 2.82813 -1.18161 -0.93636 0.290
H 1.33856 -1.36271 1.57221 0.421
H 2.26778 -2.61633 0.81204 0.362
H -0.26028 -2.54954 0.22663 0.502
H 0.79619 -2.59845 -0.95145 0.455
H -0.74828 -1.22904 -1.71862 0.398
H 0.38543 0.14625 -1.03386 0.549
H -1.01183 -0.11306 1.11976 0.055
H -2.34554 -1.88601 0.76213 0.295
H -2.62207 -1.48381 -0.78750 0.293
H -3.51534 0.41406 0.42476 0.450
```

- Frontier orbital gap: 8.881 eV
- Energy above the lowest of the compared OMol25 structures with the same formula, charge and spin: 2.785 eV
- SMILES: [H]/N=C(\N)NCCC[C@H](N)C(=O)O

[6]
Here is C10H28B3BrN2O6 as an isolated structure in a non-equilibrium geometry from OMol25. Energies are from ωB97M-V/def2-TZVPD.

The geometry in XYZ format:
```
50
Properties=species:S:1:pos:R:3:mulliken_charge:R:1
C 0.87830 2.63313 1.71719 -1.022
C 0.72470 1.72301 0.43509 -0.306
B 0.03537 2.52582 -0.75527 0.647
O -0.86067 3.61242 -0.62685 -0.509
B -0.12599 4.71908 -1.12385 0.482
O -0.65136 5.99854 -0.93403 -0.498
O 1.12615 4.45522 -1.75834 -0.288
B 1.05051 3.30506 -2.58536 0.244
Br 1.92559 3.34210 -4.37091 -0.247
O 0.38715 2.16153 -2.10725 -0.272
H 1.82459 2.32300 2.20397 0.340
H 1.01734 3.70550 1.46026 0.311
H 0.02998 2.54089 2.41443 0.201
H 0.21408 0.77246 0.68916 0.263
H 1.76251 1.50477 0.09569 0.232
H 0.07401 6.57835 -0.68884 0.297
C -2.46151 -2.33832 5.06297 -1.412
C -2.61856 -0.87926 4.64662 0.330
C -1.89018 -0.52540 3.33697 -0.704
O -0.48337 -0.38935 3.46187 -0.283
C 0.23260 -1.61202 3.46305 -0.807
N -2.19097 -0.01926 5.75544 -0.748
H -1.48748 -2.54134 5.50938 0.287
H -3.21139 -2.59929 5.81105 0.351
H -2.59302 -3.00846 4.21024 0.340
H -3.68594 -0.70617 4.47630 0.416
H -2.24968 0.45335 3.00613 0.327
H -2.13733 -1.23533 2.53739 0.425
H -0.22832 -2.35807 2.80990 0.357
H 0.32005 -2.00276 4.47931 0.255
H 1.24235 -1.41056 3.10355 0.274
H -2.39145 0.94835 5.51662 0.273
H -1.17476 -0.05389 5.79077 0.336
C 1.04608 -1.98400 -5.57360 -1.573
C 1.34469 -0.92931 -4.51225 0.509
C 1.91671 -1.50871 -3.20481 -0.682
O 0.96092 -2.14593 -2.37121 -0.314
C 0.63569 -3.47138 -2.74781 -0.728
N 0.13463 -0.13963 -4.27031 -0.676
H 0.12344 -2.52899 -5.37073 0.296
H 0.92496 -1.51197 -6.54972 0.384
H 1.86079 -2.70832 -5.65159 0.358
H 2.10684 -0.26156 -4.92750 0.379
H 2.31076 -0.67741 -2.61343 0.293
H 2.76197 -2.18097 -3.40154 0.443
H 1.49644 -4.00236 -3.16375 0.321
H -0.19025 -3.47426 -3.46283 0.249
H 0.29785 -4.00120 -1.85629 0.237
H 0.36505 0.62246 -3.63910 0.265
H -0.49988 -0.71954 -3.72619 0.347
```

- Frontier orbital gap: 9.270 eV

[7]
Here is a 2-piece molecular cluster, C8H16BN2 overall in a non-equilibrium geometry from OMol25. Energies are from ωB97M-V/def2-TZVPD.

The geometry in XYZ format:
```
27
Properties=species:S:1:pos:R:3:mulliken_charge:R:1
B -1.28660 0.58216 -0.64630 0.300
C -2.75998 0.15265 -1.63940 -0.259
C -1.96793 1.30329 -2.06730 -0.328
C 1.50196 -2.95237 0.78983 -0.630
C 0.13873 -3.13845 -0.01772 -0.507
C 0.17494 0.91254 1.53872 -0.401
C 1.33577 1.86133 1.03092 -0.541
C 1.32438 -0.95404 -1.02568 -0.873
C 1.04733 -2.01752 -0.28700 0.420
N -0.75624 0.75984 0.52285 -0.203
N 0.86588 3.16383 1.44822 -0.508
H -2.89399 -0.79784 -2.15494 0.294
H -3.52188 0.16790 -0.94470 0.273
H -2.12799 2.38518 -1.81665 0.273
H -1.51450 1.33709 -2.97036 0.295
H 1.50698 -2.46631 1.85849 0.147
H 2.14286 -3.67121 0.60093 0.344
H 0.04317 -4.02148 -0.72095 0.237
H -0.74203 -3.06528 0.60449 0.257
H 0.48580 -0.03929 1.74459 0.143
H -0.43203 1.29524 2.38248 0.405
H 2.27985 1.75394 1.64894 0.271
H 1.56874 1.66586 0.04498 0.476
H 2.18090 -0.35812 -1.18335 0.378
H 0.52466 -0.56762 -1.74135 0.245
H 0.43156 3.18347 2.36347 0.254
H 0.44965 3.52522 0.63681 0.237
```

- Frontier orbital gap (alpha / beta): 5.896 / 5.895 eV
- Total charge: +1
- Energy above the lowest of the compared OMol25 structures with the same formula, charge and spin: 0.580 eV